(1)
One molecule with the formula C15H16N2O6 in a non-equilibrium geometry, computed with ωB97M-V/def2-TZVPD.

Cartesian coordinates (Å):
O  -2.4991  -0.4419  2.5915
O  -2.4721  -3.1557  -1.9084
O  -0.1085  1.5038  0.8023
O  0.3911  -1.2951  -0.6164
O  3.1224  1.7938  0.0736
O  3.3576  -0.3330  -0.8935
C  -2.1601  0.3429  1.7191
C  -1.8428  -2.1512  -1.5697
C  -0.2048  1.2552  3.0192
C  0.1897  -3.5259  -1.0456
C  1.0277  1.9067  2.7160
C  1.5246  -3.2723  -0.5556
C  -0.8526  1.0188  1.8499
C  -0.4526  -2.3132  -1.0824
C  1.0357  2.0446  1.3426
C  1.5505  -1.9050  -0.2976
N  -3.0022  0.4469  0.6557
N  -2.5812  -0.9820  -1.7264
C  2.7633  0.9517  -1.0415
C  2.0685  2.7126  0.4703
C  2.7144  -1.1059  0.1430
C  -2.8335  1.1700  -0.5877
C  -2.0844  0.3679  -1.6452
H  -0.5917  0.9502  3.9802
H  -0.2273  -4.4790  -1.3255
H  1.7788  2.3108  3.4318
H  2.2745  -4.0076  -0.4045
H  -3.7619  -0.2297  0.6925
H  -3.4689  -1.1248  -2.2100
H  1.6500  0.8566  -1.1071
H  3.1362  1.3795  -1.9624
H  1.5619  3.1552  -0.3933
H  2.5088  3.5374  0.9685
H  3.4968  -1.7982  0.5154
H  2.4256  -0.4763  0.9593
H  -2.3481  2.1516  -0.4927
H  -3.8458  1.4295  -0.9529
H  -2.2208  0.8867  -2.5887
H  -1.0197  0.4244  -1.5238

Spin multiplicity   1
Calculated total energy   -31077.9942 eV
Relative energy (zero: lowest compared OMol25 entry of this formula, charge and spin)   0.000 eV
E_HOMO   -9.00 eV
Total charge   0

(2)
C15H16N4O2 as an isolated structure in a non-equilibrium geometry, computed with ωB97M-V/def2-TZVPD.

Cartesian coordinates (Å):
C  4.4805  0.3264  0.5901
H  4.8971  1.3559  0.8424
H  4.4718  0.2946  -0.6135
H  5.0430  -0.4746  0.9427
C  3.1998  0.4016  0.7689
C  2.4928  -0.9951  0.4819
N  3.1128  -1.9490  -0.0816
C  2.0486  -2.8985  -0.6290
C  2.1437  -4.1365  -1.2870
C  0.9933  -4.8050  -1.2673
C  -0.3521  -4.6211  -0.7101
C  -0.3292  -3.3900  -0.1220
C  0.9622  -2.3487  0.0107
N  0.9905  -1.3128  0.7050
C  0.1738  -0.4310  1.2482
H  -0.6493  -1.1268  1.8450
C  -0.3044  0.7809  0.5453
O  0.1095  0.9110  -0.5313
N  -1.5837  1.3698  0.9474
C  -2.1662  2.3340  0.5718
N  -3.0577  2.9477  1.0453
O  -3.6116  3.7978  0.4796
C  -2.9855  3.9266  -0.7727
C  -1.9705  2.9198  -0.6344
H  -1.3163  2.6956  -1.8114
C  -3.3124  5.0838  -1.8265
H  -2.5042  5.0032  -2.6698
H  -4.4483  4.8897  -2.1317
H  -3.0186  5.9663  -1.2954
H  -1.7839  1.1166  2.0254
H  0.5210  -0.0280  2.1703
H  -1.2093  -2.9530  0.3202
H  -1.1466  -5.0928  -0.7652
H  1.1273  -5.7498  -1.7899
H  3.1187  -4.3902  -1.6208
H  2.3348  1.0246  0.4238
H  2.9443  0.3834  1.7997

Spin multiplicity   1
Calculated total energy   -25855.9974 eV
Relative energy (zero: lowest compared OMol25 entry of this formula, charge and spin)   15.210 eV
E_HOMO   -7.80 eV
Total charge   0

(3)
One molecule with the formula C15H16N4O3S2 in a non-equilibrium geometry, computed with ωB97M-V/def2-TZVPD.

Cartesian coordinates (Å):
O  -1.6972  -0.7132  -0.7823
C  -2.5375  0.0340  -0.3220
N  -2.2034  1.3130  0.0589
C  -0.9225  1.7704  -0.0335
N  -0.5495  2.9420  0.3780
N  0.7428  3.1606  0.2136
C  1.3727  2.1786  -0.3189
S  3.0957  2.1606  -0.6143
C  3.6031  1.2478  0.8972
H  3.5267  1.9375  1.7381
H  4.6431  0.9656  0.7423
C  2.7046  0.0577  1.1884
O  2.0040  0.0604  2.1844
N  2.6963  -0.9586  0.3047
C  3.4941  -1.1079  -0.8907
H  4.1700  -0.2682  -1.0307
C  4.2910  -2.4164  -0.7905
O  3.4426  -3.5208  -0.5957
C  2.6755  -3.3720  0.5787
H  2.0395  -4.2557  0.6419
C  1.8277  -2.0998  0.5307
H  1.3016  -1.9470  1.4734
H  1.1028  -2.1624  -0.2884
H  3.3390  -3.3364  1.4568
H  4.8325  -2.6050  -1.7187
H  5.0091  -2.3421  0.0421
H  2.8192  -1.1649  -1.7532
S  0.3436  0.7969  -0.7126
H  -2.8677  1.9243  0.5116
C  -3.9523  -0.3474  -0.1215
C  -4.2381  -1.7048  0.0165
C  -5.5398  -2.1283  0.2027
C  -6.5697  -1.2021  0.2379
C  -6.2950  0.1470  0.0798
C  -4.9932  0.5787  -0.0970
H  -4.8034  1.6317  -0.2486
H  -7.0998  0.8667  0.0918
H  -7.5882  -1.5306  0.3801
H  -5.7529  -3.1804  0.3162
H  -3.4220  -2.4102  -0.0208

Spin multiplicity   1
Calculated total energy   -49587.9703 eV
Relative energy (zero: lowest compared OMol25 entry of this formula, charge and spin)   0.167 eV
E_HOMO   -9.11 eV
Total charge   0